1.
ORCA calculation (ωB97M-V/def2-TZVPD) on a cluster of 2 separate species, C2H7NO in total at a distorted geometry.

XYZ file:
```
11
Properties=species:S:1:pos:R:3:mulliken_charge:R:1
N 1.8298 1.5019 0.8343 -0.76
H 2.3909 0.7183 0.7249 0.25
H 2.0981 1.8040 1.8142 0.25
H 2.2810 2.1137 0.3430 0.20
C -1.4339 -1.6728 -0.4488 -0.71
C -0.4044 -0.7920 -0.4027 0.06
O -0.7032 0.5301 -0.3662 -0.44
H -1.2536 -2.6589 -0.8874 0.23
H -2.3314 -1.7145 0.2289 0.23
H 0.5456 -1.1296 -0.0123 0.20
H 0.1160 0.9012 -0.0131 0.50
```

Results
- 2S+1: 1
- Frontier orbital gap: 8.5 eV
- Relative energy (zero: lowest compared OMol25 entry of this formula, charge and spin): 60.5 kcal per mole
- SMILES: C=CO.N
- LUMO level: 0.7 eV

---

2.
ORCA calculation (ωB97M-V/def2-TZVPD) on a structure of composition C21H19Cl2N4O2SiTa at a distorted geometry.

XYZ file:
```
50
Properties=species:S:1:pos:R:3:mulliken_charge:R:1
Ta 0.9458 0.3324 0.0647 0.88
Cl -0.4243 -5.5500 -3.4070 -0.15
C -0.1444 -3.8974 -3.0472 0.02
C 0.0024 -3.5306 -1.7172 -1.13
C 0.2188 -2.1977 -1.4102 0.41
N 0.4702 -1.6316 -0.1151 0.13
C 0.3838 -2.4448 1.0434 0.30
O 0.0018 -3.5740 1.0899 -0.56
C 0.8376 -1.7331 2.2812 0.65
C 0.9940 -2.3802 3.4809 -0.72
C 1.4330 -1.6373 4.5706 -0.31
C 1.6972 -0.2799 4.4219 -0.78
C 1.5301 0.2984 3.1847 0.04
N 1.1126 -0.4245 2.1229 -0.02
C 0.2971 -1.2491 -2.4150 0.49
C 0.1677 -1.6094 -3.7442 -1.01
C -0.0598 -2.9416 -4.0574 0.00
Cl -0.2261 -3.3731 -5.7071 -0.15
N 0.6221 0.0520 -1.9042 -0.15
C 0.6120 1.1822 -2.7685 -0.09
O 0.1513 1.2204 -3.8674 -0.51
C 1.2373 2.3905 -2.1401 0.80
C 1.5280 3.5247 -2.8557 -0.68
C 2.1183 4.5926 -2.1878 -0.32
C 2.3830 4.4916 -0.8270 -0.76
C 2.0508 3.3289 -0.1698 0.10
N 1.4842 2.2902 -0.8178 -0.03
H -0.0612 -4.2921 -0.9609 0.71
H 0.7675 -3.4360 3.5407 0.56
H 1.5684 -2.1131 5.5336 0.48
H 2.0327 0.3242 5.2531 0.45
H 1.7230 1.3541 3.0310 0.42
H 0.2289 -0.8922 -4.5443 0.66
H 1.2931 3.5534 -3.9113 0.57
H 2.3711 5.4992 -2.7234 0.49
H 2.8396 5.3021 -0.2765 0.45
H 2.2302 3.2219 0.8937 0.40
C -1.7891 1.7567 1.9801 -0.98
Si -1.6932 1.0678 0.2696 -0.04
C -1.9844 2.3202 -1.0421 -0.97
C -2.6150 -0.5012 0.0281 -0.95
H -2.7931 2.1603 2.1550 0.41
H -1.0886 2.5822 2.1331 0.35
H -1.6142 0.9844 2.7317 0.32
H -3.0379 2.6176 -0.9765 0.49
H -1.8368 1.9164 -2.0442 0.33
H -1.3847 3.2217 -0.9056 0.32
H -3.6911 -0.3031 0.0821 0.47
H -2.3758 -1.2377 0.7969 0.31
H -2.4065 -0.9294 -0.9548 0.29
```

Results
- 2S+1: 1
- Frontier orbital gap: 5.7 eV
- Relative energy (zero: lowest compared OMol25 entry of this formula, charge and spin): 1.8 kcal per mole
- Net charge: +2
- LUMO level: -8.0 eV

---

3.
ORCA calculation (ωB97M-V/def2-TZVPD) on a structure of composition C34H59As2Ge2IO3PdSi3 at a distorted geometry.

XYZ file:
```
105
Properties=species:S:1:pos:R:3:lowdin_spin:R:1
Pd 0.0231 -0.0734 0.2778 0.43
I 3.6056 -6.2115 2.9939 0.00
C 2.4622 -4.4739 3.0935 0.00
C 1.5209 -4.3210 4.1006 0.00
C 0.7629 -3.1613 4.1563 0.00
C 0.9232 -2.1623 3.2026 0.00
C 1.8791 -2.3224 2.2072 0.00
C 2.6525 -3.4728 2.1520 0.00
C 0.0243 -0.9522 3.2592 0.01
O 0.0170 -0.2414 4.2620 0.02
O -0.7335 -0.7484 2.2372 0.07
H 1.3805 -5.0977 4.8398 0.00
H 0.0405 -3.0295 4.9525 0.00
H 2.0278 -1.5362 1.4757 0.00
H 3.3940 -3.5966 1.3755 0.00
C 4.6977 -1.1100 0.0332 0.00
Ge 4.2132 0.6673 -0.6090 0.00
C 5.0894 1.0052 -2.3306 0.00
C 4.7376 1.9949 0.7186 0.00
Ge 1.8156 0.8763 -1.0663 0.08
C 1.4247 0.0695 -2.8093 0.04
C 2.2159 -0.9700 -3.3022 0.01
C 2.0508 -1.4319 -4.6003 0.00
C 1.0881 -0.8576 -5.4207 0.01
C 0.2889 0.1719 -4.9412 0.00
C 0.4527 0.6243 -3.6416 0.02
C 1.1874 2.7279 -1.2700 0.01
C 2.0015 3.6420 -1.9371 0.00
C 1.5934 4.9564 -2.1273 0.00
C 0.3514 5.3739 -1.6691 0.00
C -0.4794 4.4703 -1.0199 0.00
C -0.0584 3.1628 -0.8189 0.01
H 5.7838 -1.2096 -0.0044 0.00
H 4.2632 -1.9020 -0.5772 0.00
H 4.3803 -1.2461 1.0646 0.00
H 6.0086 1.5622 -2.1449 0.00
H 4.4783 1.5687 -3.0339 0.00
H 5.3485 0.0557 -2.7987 0.00
H 5.7759 1.8191 1.0033 0.00
H 4.1141 1.8966 1.6038 0.00
H 4.6515 3.0078 0.3252 0.00
H 2.9702 -1.4298 -2.6711 0.00
H 2.6772 -2.2306 -4.9758 0.00
H 0.9648 -1.2107 -6.4363 0.00
H -0.4585 0.6218 -5.5829 0.00
H -0.1569 1.4399 -3.2797 0.00
H 2.9732 3.3401 -2.3153 0.00
H 2.2446 5.6528 -2.6396 0.00
H 0.0302 6.3956 -1.8238 0.00
H -1.4550 4.7844 -0.6676 0.00
H -0.7186 2.4708 -0.3034 0.01
C -3.7368 -0.2702 3.0183 0.00
Si -3.5517 -1.5774 1.7069 0.01
C -5.2267 -1.9749 0.9602 0.01
C -2.7815 -3.1430 2.3592 0.00
As -2.3439 -0.6665 -0.1750 0.16
Si -3.6681 1.0153 -1.2099 0.03
C -2.8253 1.7221 -2.7109 0.00
C -3.8359 2.3298 0.1154 0.00
C -5.3188 0.2839 -1.6859 0.01
Si -1.7180 -2.6184 -1.4014 0.03
C -3.1042 -3.8776 -1.3635 0.01
C -0.1791 -3.2707 -0.5678 0.01
C -1.4082 -2.2167 -3.1980 0.00
H -4.2795 -0.6921 3.8690 0.00
H -4.3029 0.5914 2.6598 0.00
H -2.7605 0.0573 3.3732 0.00
H -5.7083 -2.7449 1.5691 0.00
H -5.1744 -2.3514 -0.0611 0.00
H -5.8792 -1.1011 0.9645 0.00
H -3.5180 -3.6188 3.0138 0.00
H -1.8863 -2.9344 2.9364 0.00
H -2.5218 -3.8642 1.5840 0.00
H -1.9278 2.2804 -2.4452 0.00
H -3.5216 2.4235 -3.1802 0.00
H -2.5673 0.9628 -3.4501 0.00
H -2.9549 2.3753 0.7584 0.00
H -4.7014 2.1456 0.7539 0.00
H -3.9673 3.3115 -0.3471 0.00
H -5.2263 -0.7047 -2.1376 0.00
H -5.7934 0.9401 -2.4206 0.00
H -5.9891 0.2034 -0.8314 0.00
H -3.5047 -4.1044 -0.3772 0.00
H -2.7272 -4.8106 -1.7922 0.00
H -3.9301 -3.5402 -1.9948 0.00
H -0.2403 -3.2527 0.5224 0.00
H 0.7080 -2.7020 -0.8668 0.00
H -0.0220 -4.3081 -0.8788 0.00
H -2.1086 -1.4762 -3.5877 0.00
H -1.5454 -3.1347 -3.7765 0.00
H -0.3976 -1.8553 -3.3794 0.00
C 2.0743 3.8903 1.9747 0.00
As 1.3779 2.2031 2.5804 0.00
C 2.5287 1.7602 4.0452 0.00
C -0.4376 2.5204 3.0887 0.00
O 1.4978 1.0273 1.3670 0.01
H 1.7788 4.6409 2.7093 0.00
H 1.6732 4.1533 1.0004 0.00
H 3.1601 3.8417 1.9299 0.00
H 2.8289 2.6947 4.5180 0.00
H 3.4055 1.2576 3.6394 0.00
H 2.0167 1.1007 4.7391 0.00
H -0.4642 2.7807 4.1458 0.00
H -0.9958 1.5987 2.9356 0.00
H -0.8246 3.3400 2.4853 0.00
```

Results
- 2S+1: 2
- Frontier orbital gap (spin up / spin down): 6.7 / 5.8 eV
- Relative energy (zero: lowest compared OMol25 entry of this formula, charge and spin): 8.0 kcal per mole
- Net charge: +1
- LUMO level (spin up / spin down): -3.7 / -4.7 eV

---

4.
ORCA calculation (ωB97M-V/def2-TZVPD) on a structure of composition C23H50CoNO6P2Si at a distorted geometry.

XYZ file:
```
84
Properties=species:S:1:pos:R:3:lowdin_spin:R:1
Co -0.0465 1.1845 -0.2584 2.54
P -2.1154 0.4488 -0.6570 0.06
C -2.2861 0.9762 -2.4195 0.01
C -0.9128 1.3390 -2.9709 0.01
N 0.1937 1.3622 -2.1543 0.05
C 1.4701 1.5967 -2.5750 0.02
C 1.6728 2.2124 -3.8096 0.00
C 0.5497 2.4170 -4.6071 0.01
C -0.7402 1.9621 -4.2072 0.00
C 2.5695 1.1366 -1.5991 0.00
P 1.8789 -0.2513 -0.5529 0.07
H -1.6352 2.1409 -4.8386 0.00
H 2.6869 2.4587 -4.1300 0.00
H 0.6527 2.9223 -5.5772 0.00
H 3.4845 0.7890 -2.1011 0.00
H 2.9471 1.9514 -0.9475 0.00
H -2.8863 0.2150 -2.9652 0.00
H -2.9026 1.8670 -2.2577 0.00
H -0.7344 -2.3741 -3.9174 0.00
O -1.2255 -2.7128 -4.7006 0.00
H -2.0922 -3.0265 -4.2954 0.00
H 0.0403 -2.7480 -0.7490 0.00
O 0.1702 -3.3267 0.0243 0.00
H 0.0304 -4.1491 -0.5290 0.00
C 2.4315 -1.6527 -1.6022 0.02
H 3.4339 -1.4244 -2.0128 0.00
H 2.5281 -2.5715 -1.0075 0.00
H 1.7899 -1.8913 -2.4655 0.00
C 2.9005 -0.4044 0.9077 0.01
H 2.4190 -1.1472 1.5542 0.00
H 3.9205 -0.7671 0.7403 0.00
H 2.9778 0.5019 1.5190 0.00
C -3.1080 1.7511 0.1248 0.01
H -4.1696 1.5709 -0.0862 0.00
H -2.9536 1.7469 1.2057 0.00
H -2.8461 2.7517 -0.2495 0.00
C -3.0693 -1.0940 -0.4193 0.02
H -3.4226 -1.1408 0.6185 0.00
H -3.9751 -1.0592 -1.0510 0.00
H -2.4949 -2.0157 -0.6186 0.00
C -0.0115 -2.4799 4.0389 0.00
C -0.7898 -1.1657 3.9520 0.00
C -2.0977 -1.3979 3.1979 0.00
C -1.0614 -0.6037 5.3458 0.00
O 0.0408 -0.2297 3.1921 0.00
Si -0.1163 1.4074 2.9504 0.02
O 0.2136 1.8269 1.4445 0.13
O -1.6810 1.7834 3.4010 0.00
C -2.2305 3.0579 3.8849 0.00
C -2.2767 4.0888 2.7632 0.00
C -3.6216 2.7198 4.3987 0.00
C -1.3784 3.5927 5.0413 0.00
O 0.8716 2.1868 3.9898 0.00
C 2.2598 2.0915 4.3886 0.00
C 3.1819 2.8408 3.4320 0.00
C 2.2762 2.7605 5.7612 0.00
C 2.6969 0.6252 4.5245 0.00
H -0.6129 -3.2219 4.5860 0.00
H 0.9359 -2.3400 4.5793 0.00
H 0.2078 -2.8741 3.0350 0.00
H -2.7163 -2.1451 3.7187 0.00
H -2.6753 -0.4655 3.1308 0.00
H -1.8687 -1.7635 2.1863 0.00
H -0.1155 -0.4315 5.8796 0.00
H -1.6249 0.3399 5.2839 0.00
H -1.6604 -1.3226 5.9234 0.00
H -2.9347 3.7531 1.9579 0.00
H -2.6738 5.0254 3.1744 0.00
H -1.2778 4.2741 2.3496 0.00
H -3.5670 1.9556 5.1878 0.00
H -4.0797 3.6220 4.8143 0.00
H -4.2477 2.3414 3.5820 0.00
H -1.2661 2.8244 5.8266 0.00
H -0.3814 3.9119 4.6933 0.00
H -1.8779 4.4690 5.4918 0.00
H 2.9168 3.9031 3.3993 0.00
H 4.2154 2.7587 3.7999 0.00
H 3.1454 2.4421 2.4130 0.00
H 1.5704 2.2428 6.4325 0.00
H 3.2866 2.7181 6.1901 0.00
H 1.9601 3.8100 5.6574 0.00
H 2.0155 0.0784 5.2052 0.00
H 2.7361 0.1090 3.5477 0.00
H 3.7141 0.5995 4.9635 0.00
```

Results
- 2S+1: 4
- Frontier orbital gap (spin up / spin down): 8.2 / 8.0 eV
- Net charge: +1
- LUMO level (spin up / spin down): -3.2 / -3.7 eV

---

5.
ORCA calculation (ωB97M-V/def2-TZVPD) on a cluster of 5 separate species, C6H19N2O4 in total at a distorted geometry.

XYZ file:
```
31
Properties=species:S:1:pos:R:3:lowdin_spin:R:1
C 1.9286 3.6178 -0.9542 0.00
C 1.8921 2.1433 -0.7787 0.00
C 0.5822 1.4797 -0.0850 0.00
C 1.0269 0.1371 0.1883 -0.01
C 1.8661 -0.4872 1.1148 0.07
N 1.8489 -1.8306 0.8807 0.21
C 0.9347 -2.0853 -0.1722 0.43
N 0.5943 -0.8846 -0.6628 0.19
H 0.8656 4.1047 -0.8455 0.00
H 2.4331 4.2536 -0.1926 0.00
H 2.0981 3.7817 -2.0121 0.00
H 2.7033 1.8667 -0.0593 0.00
H 2.0868 1.7291 -1.7796 0.00
H -0.3818 1.3218 -0.6854 0.00
H 0.3332 1.9271 0.8932 0.00
H 2.5911 0.1047 1.7824 0.01
H 1.7702 -2.5309 1.6741 0.02
H 0.9070 -3.0909 -0.5399 0.05
H -0.1342 -0.7665 -1.3669 0.01
H -2.4243 -2.3514 -2.0536 0.00
H -2.8036 -0.9661 -1.6077 0.00
O -2.0562 -1.5213 -1.7063 0.00
H -0.1324 -3.6733 3.1078 0.00
H -0.1003 -2.3365 3.7751 0.00
O 0.3068 -2.8956 3.2037 0.01
H -1.6565 -1.2577 0.2889 0.01
H -2.9346 -1.4530 1.3005 0.00
O -2.2071 -0.8955 0.9337 0.01
H -4.0718 0.9329 -1.9840 0.00
H -4.0126 1.0887 -0.4805 0.00
O -3.8536 0.5375 -1.1770 0.00
```

Results
- 2S+1: 2
- Frontier orbital gap (spin up / spin down): 4.0 / 7.5 eV
- LUMO level (spin up / spin down): 0.4 / 0.4 eV

---

6.
ORCA calculation (ωB97M-V/def2-TZVPD) on the ion C4H11N2O with charge +1 at a distorted geometry.

XYZ file:
```
18
Properties=species:S:1:pos:R:3:mulliken_charge:R:1
N 0.8074 -0.5107 -1.9005 -0.34
C 0.3562 -0.5046 -0.4553 -0.11
C 1.5696 -0.0987 0.3714 -1.24
C -0.7086 0.5976 -0.4899 0.60
N -1.4249 0.9086 0.5906 -0.14
C -1.5133 0.0984 1.8101 -0.75
O -0.8274 1.2016 -1.5493 -0.67
H 0.0925 -0.7956 -2.5568 0.36
H 0.9478 0.4592 -2.1898 0.36
H 1.6583 -1.0136 -2.0741 0.32
H -0.0049 -1.5143 -0.2826 0.33
H 1.8807 0.9349 0.2744 0.35
H 1.4561 -0.3780 1.4182 0.34
H 2.3939 -0.7798 0.1239 0.43
H -2.0955 1.6721 0.5127 0.32
H -1.8671 0.7050 2.6374 0.33
H -0.5287 -0.2430 2.1050 0.23
H -2.1921 -0.7389 1.6546 0.30
```

Results
- 2S+1: 1
- Frontier orbital gap: 10.8 eV
- Relative energy (zero: lowest compared OMol25 entry of this formula, charge and spin): 21.0 kcal per mole
- SMILES: CNC(=O)[C@H](C)[NH3+]
- Net charge: +1
- LUMO level: -3.3 eV

---

Computed E_tot (Eh) in order:
-210.3023 -2447.5834 -11476.0164 -3767.5590 -650.3320 -343.5306